14
Properties=species:S:1:pos:R:3:nbo_charge:R:1 method="wB97M-V/def2-TZVPD" smiles="C[C@H]1CCC1=S" e_tot_ev=-16147.1712 total_charge=0 multiplicity=1 gap_ev=8.4424 molar_mass_da=100.19
C -0.19 1.67 -0.20 -0.611
C -0.19 0.42 0.48 -0.326
C -0.90 -0.86 -0.13 -0.417
C 0.38 -1.61 -0.16 -0.489
C 1.06 -0.29 0.30 -0.044
S 2.56 0.06 -0.03 0.063
H 0.57 2.25 0.42 0.232
H 0.26 1.70 -1.19 0.216
H -1.08 2.21 -0.38 0.222
H -0.54 0.62 1.55 0.242
H -1.51 -0.37 -0.95 0.218
H -1.78 -1.38 0.29 0.220
H 0.98 -2.23 -0.85 0.250
H 0.38 -2.21 0.85 0.224

***

11
Properties=species:S:1:pos:R:3:nbo_charge:R:1 method="wB97M-V/def2-TZVPD" smiles="C[C@H](C#N)C=O" e_tot_ev=-7763.5869 total_charge=0 multiplicity=1 gap_ev=10.8243 molar_mass_da=83.09
C -1.08 -0.65 0.69 -0.609
C 0.18 0.20 0.40 -0.360
C -0.15 1.23 -0.55 0.263
N -0.69 2.12 -1.03 -0.313
C 1.57 -0.35 -0.69 0.387
O 1.52 0.38 -1.64 -0.487
H -1.90 -0.10 1.19 0.236
H -1.51 -1.04 -0.23 0.222
H -0.81 -1.47 1.36 0.217
H 0.44 0.75 1.34 0.254
H 2.43 -1.07 -0.84 0.190

***

81
Properties=species:S:1:pos:R:3:lowdin_spin:R:1 method="wB97M-V/def2-TZVPD" e_tot_ev=-159866.7818 s2=0.757 total_charge=-1 multiplicity=2 gap_ev="7.0097 / 6.6317" molar_mass_da=903.76
Ru -0.09 0.51 0.16 0.845
C -3.44 -0.21 -2.02 -0.001
C -2.67 0.71 -2.90 0.001
C -2.90 0.74 -4.27 0.000
C -2.25 1.64 -5.10 0.000
C -1.39 2.57 -4.54 0.000
C -1.15 2.59 -3.17 0.001
C -0.34 3.70 -2.57 0.001
C -1.75 1.62 -2.36 0.003
N -1.47 1.63 -0.96 0.024
C -2.17 2.55 -0.27 0.010
O -3.03 3.31 -0.72 0.024
C -1.77 2.65 1.18 -0.001
C -2.39 3.44 2.13 0.003
C -1.94 3.35 3.45 0.000
C -0.91 2.48 3.79 0.002
C -0.33 1.72 2.78 -0.001
N -0.78 1.84 1.53 -0.006
C 0.80 0.75 2.94 0.012
O 1.41 0.68 4.00 0.027
N 1.06 0.05 1.80 0.032
C 2.29 -0.65 1.79 0.002
C 2.29 -2.05 1.71 0.002
C 1.02 -2.85 1.65 0.000
C 3.51 -2.73 1.68 0.000
C 4.71 -2.04 1.70 0.002
C 4.70 -0.65 1.76 0.000
C 3.50 0.06 1.82 0.002
C 3.52 1.55 1.94 0.000
H -3.96 -0.96 -2.61 0.000
H -4.17 0.34 -1.43 0.000
H -2.79 -0.73 -1.31 0.000
H -3.60 0.03 -4.69 0.000
H -2.44 1.63 -6.16 0.000
H -0.92 3.31 -5.17 0.000
H -0.02 4.39 -3.35 0.000
H 0.54 3.32 -2.05 0.000
H -0.94 4.25 -1.85 0.000
H -3.20 4.09 1.83 0.000
H -2.42 3.94 4.21 0.000
H -0.54 2.38 4.80 0.000
H 0.98 -3.57 2.46 0.000
H 0.96 -3.40 0.70 0.000
H 0.14 -2.22 1.71 0.000
H 3.51 -3.81 1.63 0.000
H 5.65 -2.57 1.67 0.000
H 5.63 -0.10 1.77 0.000
H 4.52 1.94 1.76 0.000
H 3.19 1.85 2.93 0.000
H 2.84 2.02 1.22 0.000
C -0.42 -1.35 -5.43 0.000
C 0.85 -1.38 -4.63 0.000
O 0.98 -0.16 -3.85 0.001
P 1.41 -0.32 -2.36 0.004
S 1.64 1.17 -1.12 0.000
S 0.09 -1.35 -1.24 0.026
O 2.81 -1.05 -2.61 -0.001
C 3.72 -1.32 -1.53 0.001
C 4.65 -2.42 -1.98 0.000
H -0.57 -2.32 -5.91 0.000
H -0.39 -0.58 -6.19 0.000
H -1.26 -1.15 -4.78 0.000
H 1.74 -1.43 -5.26 0.000
H 0.87 -2.24 -3.96 0.000
H 3.15 -1.61 -0.64 0.000
H 4.26 -0.40 -1.29 0.000
H 4.09 -3.32 -2.23 0.000
H 5.34 -2.65 -1.18 0.000
H 5.22 -2.11 -2.86 0.000
F -3.99 -2.30 6.94 0.000
C -3.63 -1.96 5.69 0.000
C -4.59 -1.82 4.70 0.000
F -5.88 -2.03 4.99 0.000
C -4.21 -1.46 3.41 -0.001
F -5.19 -1.33 2.51 0.000
C -2.89 -1.24 3.05 -0.002
Se -2.51 -0.77 1.24 -0.013
C -1.96 -1.39 4.07 0.000
F -0.66 -1.19 3.83 0.000
C -2.30 -1.74 5.36 0.000
F -1.36 -1.88 6.31 0.000

***

13
Properties=species:S:1:pos:R:3:nbo_charge:R:1 method="wB97M-V/def2-TZVPD" smiles=C[C@H](C#N)CS e_tot_ev=-16585.9243 total_charge=0 multiplicity=1 gap_ev=10.1569 molar_mass_da=101.17
C -1.50 0.41 -0.23 -0.591
C -0.28 -0.11 0.57 -0.326
C 0.47 1.00 1.23 0.283
N 1.25 1.83 1.60 -0.329
C 0.61 -0.97 -0.37 -0.518
S 1.62 -0.13 -1.57 -0.002
H -2.23 0.68 0.47 0.217
H -1.33 1.23 -0.85 0.227
H -1.84 -0.32 -0.91 0.210
H -0.61 -0.67 1.51 0.249
H -0.04 -1.63 -0.95 0.230
H 1.33 -1.49 0.20 0.227
H 2.55 0.19 -0.73 0.122

***

15
Properties=species:S:1:pos:R:3:lowdin_spin:R:1 method="wB97M-V/def2-TZVPD" e_tot_ev=-59831.4609 s2=0.763 total_charge=+1 multiplicity=2 gap_ev="5.7778 / 6.6805" molar_mass_da=179.49
O 5.99 0.90 -1.26 0.000
C 4.97 0.83 -0.75 0.000
O 3.96 0.74 -0.18 0.000
O 0.95 -0.73 -0.13 0.004
C -0.37 -0.99 0.19 0.000
C -1.25 0.27 0.16 0.032
C -2.66 -0.01 0.61 0.099
C -3.74 0.12 -0.13 0.779
Zn 2.20 0.25 0.30 0.000
H -0.46 -1.44 1.20 0.000
H -0.80 -1.73 -0.52 0.000
H -1.24 0.69 -0.86 0.001
H -0.80 1.02 0.83 0.000
H -2.76 -0.37 1.65 0.021
H -3.98 0.46 -1.13 0.065

***

11
Properties=species:S:1:pos:R:3:nbo_charge:R:1 method="wB97M-V/def2-TZVPD" smiles="[H]/N=C/NOC(=O)C#N" e_tot_ev=-11719.5338 total_charge=0 multiplicity=1 gap_ev=8.6630 molar_mass_da=113.08
H 1.99 1.77 -1.03 0.359
N 1.23 1.26 -0.47 -0.726
C 1.72 0.11 -0.03 0.257
N 0.83 -0.91 -0.01 -0.292
O -0.37 -0.87 -0.45 -0.324
C -1.34 -0.04 0.26 0.694
O -1.08 0.48 1.36 -0.470
C -2.75 -0.17 -0.27 0.138
N -3.87 0.36 -0.47 -0.175
H 2.80 -0.44 0.22 0.177
H 0.85 -1.56 0.89 0.362